ORCA calculation (ωB97M-V/def2-TZVPD) on the molecule C6H9NS.

ORCA input file:
```
! RIJCOSX wB97M-V def2-TZVPD def2/J DEFGRID3
* xyz 0 1
S 1.40 0.94 0.88
N 1.58 -0.56 0.13
C 0.87 1.78 -0.53
C 1.06 -1.64 0.83
C -0.75 -0.10 -0.75
C -0.66 1.38 -0.83
C -1.16 -0.77 0.53
C -0.21 -1.87 0.98
H 1.35 1.28 -1.27
H -0.47 -2.75 1.52
H -1.23 1.93 -0.08
H -0.84 1.71 -1.77
H 1.11 2.93 -0.62
H 1.82 -2.34 1.05
H -0.49 -0.71 -1.67
H -1.26 0.01 1.33
H -2.10 -1.22 0.29
*
```

Highest occupied orbital energy (alpha / beta) in hartree: -0.2918 / -0.2775
ΔE to the lowest compared entry with this formula, charge and spin in kJ/mol: 429.1